1.
ORCA calculation (ωB97M-V/def2-TZVPD) on a molecular structure, B5CaF16H4.

Geometry as ORCA input:
```
! RIJCOSX wB97M-V def2-TZVPD def2/J DEFGRID3
* xyz -3 1
Ca 0.22687 0.15552 -0.09475
F -4.45987 -2.06969 -0.71528
F 1.23581 -3.30981 -0.65082
F -2.01933 4.67746 -1.71085
F -0.25507 -4.94090 -1.16227
F 0.76637 0.83919 5.66668
F 1.91352 0.41742 3.84501
F -3.12219 -1.45922 0.90747
F -1.52377 2.45719 -2.17979
F -4.74399 -3.07395 1.25291
F -5.37324 -0.85887 0.95587
F -0.38848 4.08679 -3.11978
F -0.14780 3.63852 -0.85850
F -0.24526 -2.92916 -2.22089
F 1.74072 2.61938 4.49826
F 1.39735 -4.43433 -2.50204
F 0.02692 1.34162 3.62246
B -4.44172 -1.86007 0.69069
B 3.75115 0.69253 -1.38875
B -1.03914 3.75039 -1.96219
B 0.52007 -3.89847 -1.65433
B 1.10628 1.31593 4.41197
H 3.45140 0.41570 -0.38987
H 4.63569 0.15273 -1.68950
H 4.02551 1.73466 -1.44289
H 2.96227 0.53944 -2.10880
*
```

E_HOMO: -0.0906 Eh
gap between HOMO and LUMO: 0.263 hartree
relative energy (zero: lowest compared OMol25 entry of this formula, charge and spin): 5.2171 eV
LUMO energy: 0.1720 Eh

***

2.
ORCA calculation (ωB97M-V/def2-TZVPD) on 2 unconnected molecules or ions with the total composition C12H15N6O2S4.

Geometry as ORCA input:
```
! RIJCOSX wB97M-V def2-TZVPD def2/J DEFGRID3
* xyz 1 1
S 0.59618 -1.21018 6.32072
S 1.32489 0.24664 0.00746
S 2.32442 2.99477 -0.10549
S -2.97175 -0.01388 1.02547
O 0.57165 -2.10627 -1.37531
O 0.63851 -4.16975 -1.96403
N 2.92630 2.16956 2.90537
N 0.82546 1.48943 3.01399
N 1.31495 1.64950 4.27600
N 0.55784 1.41338 5.42376
N 0.44706 -2.99939 -2.19995
N 1.79874 1.70845 0.84652
C -0.75331 -1.93382 -6.09438
C -1.25478 1.98266 1.73840
C -0.53555 -3.26813 -5.77768
C -0.13643 -3.62392 -4.49980
C -0.55511 1.06929 2.73772
C 2.56201 2.08133 4.16994
C -2.74859 1.65524 1.70061
C -0.17336 -1.28763 -3.85309
C -0.57052 -0.94601 -5.13501
C 1.85896 1.79001 2.20052
C 0.03483 -2.62343 -3.56082
C 0.56392 0.22261 5.80258
H 0.03823 -4.65627 -4.23709
H -0.85595 1.80465 0.74178
H -0.73939 0.09216 -5.38521
H -1.12673 3.03162 2.00469
H 3.52809 2.50158 -0.45395
H -1.06774 -1.66237 -7.09310
H -1.08115 1.08626 3.68857
H -0.53425 0.04860 2.35816
H 1.34290 -0.51880 1.10683
H -0.67748 -4.03495 -6.52623
H -3.23995 2.37749 1.05593
H -0.02976 -0.53295 -3.09468
H 3.18026 2.30240 5.02334
H -3.18716 1.73702 2.69356
H -4.19627 0.13306 0.51387
*
```

E_HOMO: -0.4337 Eh
gap between HOMO and LUMO: 0.277 hartree
LUMO energy: -0.1563 Eh

***

3.
ORCA calculation (ωB97M-V/def2-TZVPD) on 2 unconnected molecules or ions with the total composition ClH2NO.

Geometry as ORCA input:
```
! RIJCOSX wB97M-V def2-TZVPD def2/J DEFGRID3
* xyz 0 1
Cl -2.40292 0.70469 0.15770
O 0.70118 -0.50898 -0.42219
N 0.92872 0.21192 -1.32595
H -2.53286 1.11968 1.37309
H 1.19466 1.25299 -1.00279
*
```

E_HOMO: -0.3426 Eh
gap between HOMO and LUMO: 0.341 hartree
relative energy (zero: lowest compared OMol25 entry of this formula, charge and spin): 0.0090 eV
structure (SMILES): N=O.Cl
LUMO energy: -0.0017 Eh

***

4.
ORCA calculation (ωB97M-V/def2-TZVPD) on a molecular structure, C49H48BMoN16O2S4.

Geometry as ORCA input:
```
! RIJCOSX wB97M-V def2-TZVPD def2/J DEFGRID3
* xyz 0 4
Mo 0.45000 2.00273 -0.15376
S -1.48048 3.03237 0.95115
S 0.82930 4.32775 -0.88374
S -2.88883 5.68672 0.84338
S -0.79863 6.86396 -0.89295
O -2.94103 8.16481 -0.06150
O -1.32046 -4.57745 1.04964
N 4.73932 -0.45410 2.48058
N -2.05751 -0.60065 -2.04979
N -0.04862 -6.28076 0.51239
N 1.86732 2.65321 1.48148
N -3.99687 -1.21601 4.01819
N -2.94711 -0.57104 -1.05981
N -0.35635 -6.36589 1.88112
N 1.07864 0.03548 0.98067
N -1.16184 0.57835 -0.36679
N 2.38026 -0.32766 0.82737
N 3.05229 1.97771 1.59124
N 3.60159 1.17092 -0.73170
N 4.79697 0.25483 1.31764
N -3.82544 0.69573 2.97462
N 2.58600 1.89625 -1.28428
N -2.92177 -0.61937 4.57369
C -1.68296 -4.89084 3.39881
C 0.11213 -5.22204 -2.27081
C -4.44814 -2.54343 4.42256
C -0.75670 0.96610 -5.24718
C -3.33893 0.24664 -5.90541
C -0.93253 -1.04795 2.02120
C -1.08321 -5.19835 4.61531
C 3.79294 2.51166 2.57138
C 1.30936 -2.14981 1.43275
C -2.75858 2.44765 -2.31688
C -0.59054 -3.47672 -3.76703
C -2.29373 -0.15749 -6.72134
C -1.11908 3.58494 -3.72272
C -2.11769 -1.62127 -3.08049
C 0.83955 4.63832 2.67101
C -4.52281 -0.41646 3.08084
C -0.59248 5.20266 -0.39114
C -1.49447 2.20568 -3.14840
C -0.62707 -4.62189 -1.25496
C 1.89388 3.61727 2.41685
C -1.10005 -5.35110 2.14001
C -1.79395 1.34897 -4.39117
C -1.53336 4.67767 0.39621
C -0.38051 1.48624 -2.30321
C -2.39177 0.23542 -0.12204
C 6.29514 -1.37002 4.13690
C -1.34979 -3.45949 -1.49642
C -0.84516 0.14019 -1.69308
C 6.88621 -0.00066 1.98567
C -3.08996 0.99673 -4.76054
C 0.12359 -4.64536 -3.52790
C 4.55859 0.94038 -1.63419
C 2.98909 2.18292 -2.53545
C -1.33560 -2.87952 -2.75639
C -2.86023 0.52008 3.91405
C -1.59445 -4.65070 5.78288
C 5.98682 -0.61974 2.87938
C 4.21386 1.57069 -2.80270
C -0.63115 -5.21787 0.08082
C -0.99751 0.22005 -6.39157
C -2.68336 -3.79002 5.73416
C -2.33187 7.13329 -0.02922
C 3.09542 3.55447 3.12398
C 2.53076 -1.63350 1.06042
C 2.28695 3.08203 -3.48228
C -2.80257 -4.07299 3.36178
C 6.08721 0.54866 1.01813
C -3.29986 -3.50756 4.52122
C 0.43499 -1.06193 1.41139
B 3.47293 0.75518 0.74070
H -0.31867 3.52797 -4.45767
H -3.25874 -3.83547 2.40720
H -3.92613 1.29088 -4.14166
H 4.76294 2.11305 2.81474
H -3.28796 1.53588 -2.04139
H -1.12376 -4.87215 6.73144
H -5.13490 -2.86368 3.63914
H -2.49504 2.97770 -1.40733
H 4.76989 1.61066 -3.72369
H 0.62368 5.21853 1.77776
H -0.21192 -5.83965 4.62915
H 6.35711 1.18386 0.19237
H 0.69991 -5.09951 -4.32328
H -1.99457 3.97558 -4.24584
H 0.26236 1.25657 -5.02111
H -0.00972 -0.57742 -1.70734
H 0.66859 -6.12535 -2.05985
H -3.46076 3.07470 -2.87007
H 5.83065 -2.35587 4.12501
H 1.26994 3.24952 -3.18535
H 3.40209 4.20191 3.92726
H 0.48028 1.26690 -2.93020
H -1.93104 -3.00871 -0.70211
H 1.09024 -3.15005 1.76887
H -2.08549 1.24448 4.11143
H -5.00510 -2.48542 5.35802
H -5.39000 -0.69048 2.49891
H -2.94923 0.54039 0.75179
H 2.77836 4.05692 -3.50116
H -1.69420 -1.48467 1.37763
H 5.91835 -0.83773 5.01083
H -0.09067 4.18851 3.01006
H -0.84418 4.28663 -2.93718
H 7.36996 -1.49843 4.25602
H 2.31991 2.66552 -4.49098
H -3.17048 -1.82963 -3.26595
H 3.50388 -2.08982 1.02269
H -1.23043 -0.03917 2.30577
H -3.05369 -3.32912 6.64155
H 5.40881 0.32369 -1.40315
H -0.89795 -1.64252 2.93423
H -2.48620 -0.74153 -7.61222
H -0.16946 -0.06433 -7.03000
H -1.70410 -1.19054 -3.98681
H 7.96036 0.04795 2.04964
H 1.20389 5.31443 3.44368
H -0.56456 -3.01658 -4.74871
H -4.35836 -0.01951 -6.15685
*
```

E_HOMO (spin up / spin down): -0.2498 / -0.2609 Eh
expectation value of S²: 3.787
gap between HOMO and LUMO (spin up / spin down): 0.246 / 0.217 hartree
relative energy (zero: lowest compared OMol25 entry of this formula, charge and spin): 0.6221 eV
LUMO energy (spin up / spin down): -0.0043 / -0.0437 Eh